[1]
This record from the Open Molecules 2025 dataset describes the molecule C4H7NO2. The level of theory is ωB97M-V with the def2-TZVPD basis set.

Structure (XYZ):
```
14
Properties=species:S:1:pos:R:3:forces:R:3:lowdin_charge:R:1
C -1.2626 -1.1528 -0.1986 0.086 0.213 0.214 0.01
C -0.3124 -0.1437 0.3819 -0.179 0.123 -0.214 -0.42
N -0.5389 0.9111 1.0371 0.257 -0.370 -0.101 0.06
O -1.9028 1.1233 1.1729 -0.343 0.173 0.205 -0.05
C 1.2247 0.1165 -1.4515 0.468 -0.029 0.043 0.07
C 1.9428 0.6130 -0.2429 -0.040 0.095 0.036 -0.18
O 1.0242 -0.4670 0.1742 0.022 -0.284 -0.117 -0.11
H -2.2089 -0.6565 -0.4549 0.337 -0.232 0.144 0.09
H -0.8225 -1.6122 -1.0972 -0.163 0.229 0.471 0.09
H -1.4406 -1.9114 0.5770 -0.124 0.064 -0.318 0.10
H -1.9398 1.9175 1.7169 -0.029 -0.043 -0.080 0.10
H 1.8022 -0.7471 -1.8246 0.073 0.219 0.003 0.03
H 2.9724 0.3149 -0.0029 -0.389 0.006 -0.011 0.12
H 1.6536 1.5562 0.2247 0.024 -0.164 -0.275 0.10
```
Positions in Å, forces in eV/Å.

Summary:
total energy = -361.62724 hartree
highest occupied orbital energy = -8.41 eV

---

[2]
This record from the Open Molecules 2025 dataset describes a cluster of 10 separate species, C54H54N10O18 in total. The level of theory is ωB97M-V with the def2-TZVPD basis set.

Structure (XYZ):
```
136
Properties=species:S:1:pos:R:3:forces:R:3:lowdin_charge:R:1
C -3.1802 5.2337 -1.5645 0.843 -0.282 -0.725 -0.05
C -2.3027 4.8249 -0.5407 0.535 -0.137 -1.393 -0.02
C -0.9415 4.5237 -0.8544 -1.137 0.315 1.521 -0.01
C -0.5191 4.7372 -2.1230 -0.437 0.229 -1.601 -0.18
C -1.4014 5.0272 -3.1733 0.062 0.836 -0.553 -0.01
C -2.7554 5.2645 -2.9336 0.611 0.025 1.900 -0.04
N 0.9129 4.5182 -2.4690 -1.739 -1.297 1.014 -0.34
O 1.6227 4.2196 -1.5186 0.707 0.414 -0.802 0.05
O 1.1788 4.4528 -3.6441 0.996 0.298 -0.087 0.08
H -4.1989 5.5465 -1.3484 0.158 -0.258 0.171 0.10
H -2.6778 4.6912 0.4585 0.064 0.076 0.235 0.09
H -0.2092 4.1579 -0.1318 -0.533 0.224 0.013 0.10
H -0.9487 5.2126 -4.1524 -0.395 -0.340 0.261 0.12
H -3.4645 5.5542 -3.7058 0.339 -0.117 0.053 0.11
C -0.9735 -9.4361 -1.5010 -0.206 1.629 -1.160 -0.05
C -1.3658 -8.3811 -2.3418 0.229 0.507 0.632 -0.04
C -0.9655 -7.0784 -2.0679 0.689 -1.224 1.381 0.02
C -0.1620 -6.9035 -0.9276 -0.052 -0.090 0.043 -0.14
C 0.2917 -7.9128 -0.0562 -0.849 0.626 -1.608 0.03
C -0.1565 -9.1584 -0.4321 0.275 -1.263 1.142 -0.09
N 0.1877 -5.5349 -0.6306 1.625 -0.852 0.840 -0.35
O 1.1177 -5.3499 0.1486 0.066 -0.029 0.213 0.02
O -0.3990 -4.6580 -1.1649 -1.238 1.762 -0.961 0.11
H -1.2720 -10.4332 -1.7169 -0.234 -0.619 -0.030 0.10
H -2.0300 -8.4442 -3.1708 -0.331 -0.784 -0.548 0.10
H -1.2649 -6.2529 -2.6855 -0.002 0.197 0.031 0.12
H 0.9271 -7.7831 0.8148 -0.229 0.329 -0.304 0.12
H 0.1038 -9.9902 0.2009 0.192 -0.215 0.129 0.11
C 3.2733 3.1468 1.8756 0.033 0.694 0.268 -0.08
C 2.3639 2.9036 2.9037 0.164 0.282 -0.986 -0.06
C 1.3474 3.8183 3.1849 0.117 -0.852 -0.147 0.01
C 1.2776 4.9532 2.4059 1.161 0.115 -0.527 -0.15
C 2.2599 5.2684 1.4457 -1.444 -0.032 0.816 -0.01
C 3.2487 4.3606 1.1782 0.185 -0.526 0.125 -0.07
N 0.1864 5.8952 2.6132 -0.273 -0.165 1.132 -0.35
O 0.3908 7.0700 2.4020 -0.116 0.074 -0.397 0.09
O -0.8355 5.4313 3.0974 0.050 0.253 -0.384 0.07
H 4.0135 2.4011 1.6239 0.041 -0.073 0.001 0.09
H 2.3984 1.9265 3.3418 -0.098 -0.181 0.603 0.11
H 0.6169 3.5617 3.9421 -0.079 0.334 -0.132 0.13
H 2.1290 6.1913 0.9151 0.199 0.251 -0.234 0.12
H 3.9583 4.5882 0.3980 0.140 -0.145 -0.068 0.11
C 0.3763 -0.0325 -2.5765 0.366 2.502 -0.473 -0.06
C -0.5914 1.0300 -2.6346 0.638 -0.786 0.191 -0.01
C -1.9444 0.7219 -2.5493 0.903 0.116 -0.441 0.00
C -2.2667 -0.6174 -2.4101 -0.221 0.411 0.176 -0.16
C -1.3593 -1.6267 -2.2572 0.337 0.190 -0.032 0.01
C -0.0020 -1.3058 -2.3763 -1.128 -2.056 0.087 -0.08
N -3.6893 -0.9322 -2.3669 0.603 -2.150 0.998 -0.34
O -4.4760 -0.0568 -2.5510 -1.178 1.021 -0.359 0.09
O -3.9782 -2.0936 -2.0748 -0.182 0.666 -0.306 0.06
H 1.4559 0.1346 -2.7198 -0.660 0.391 0.122 0.11
H -0.2601 2.0603 -2.7382 -0.091 -0.237 -0.080 0.09
H -2.7645 1.4223 -2.6605 0.375 0.211 0.086 0.12
H -1.7323 -2.6080 -2.0478 0.126 -0.414 -0.100 0.10
H 0.6998 -2.1298 -2.3756 0.181 0.152 0.199 0.11
C 4.0638 1.5267 -3.1988 -0.951 1.191 -0.980 -0.09
C 3.7070 1.7002 -4.5434 1.635 -1.689 0.019 -0.04
C 4.4519 0.9767 -5.4936 -0.630 0.450 0.035 0.02
C 5.4699 0.1285 -5.0541 -0.529 0.758 -0.652 -0.17
C 5.8480 0.0013 -3.7510 -0.108 0.286 0.785 0.02
C 5.1231 0.7586 -2.8253 1.251 -0.661 0.585 -0.07
N 6.1749 -0.6772 -6.0423 -0.188 -1.396 0.926 -0.36
O 6.9439 -1.5107 -5.5862 0.336 0.262 -0.468 0.06
O 5.8516 -0.6010 -7.1953 0.079 0.382 -0.987 0.09
H 3.5091 2.1297 -2.4948 0.047 -0.050 0.392 0.09
H 2.9088 2.3520 -4.7862 -0.574 0.477 -0.444 0.09
H 4.2589 1.0439 -6.5686 0.024 -0.015 0.493 0.12
H 6.6846 -0.6518 -3.4972 -0.374 0.360 0.095 0.13
H 5.4768 0.8067 -1.8065 -0.102 -0.302 0.208 0.07
C -4.2079 2.4633 1.4210 1.480 -1.876 -0.954 -0.10
C -4.9835 3.3957 2.0287 -1.123 1.322 -0.293 -0.06
C -5.9933 4.0476 1.2704 0.750 0.199 0.924 0.01
C -6.1340 3.6421 -0.0307 0.308 -0.451 -0.703 -0.17
C -5.3379 2.6752 -0.6628 0.117 -0.785 1.107 0.00
C -4.3276 2.0420 0.0819 -1.802 1.847 -0.094 -0.04
N -7.2003 4.2723 -0.8287 -0.087 1.043 1.569 -0.35
O -7.5231 3.7407 -1.8548 -0.352 0.104 -0.638 0.10
O -7.6929 5.2958 -0.3355 0.163 -0.939 -1.065 0.05
H -3.4233 1.9688 1.9675 0.179 0.033 0.383 0.09
H -4.7469 3.6516 3.0578 -0.360 0.113 -0.152 0.11
H -6.6115 4.8896 1.6233 0.419 -0.766 0.011 0.13
H -5.6070 2.3133 -1.6375 0.100 0.225 -0.393 0.11
H -3.7096 1.3143 -0.4151 0.229 -0.170 0.351 0.08
C -4.4902 -1.4152 3.1004 0.073 0.272 -0.781 -0.06
C -4.6061 -1.4954 1.7145 0.580 0.288 -0.912 -0.07
C -5.4947 -2.3172 1.0763 -0.478 -0.927 0.805 0.02
C -6.2098 -3.1487 1.9356 -0.285 0.281 -1.161 -0.16
C -6.1615 -3.0653 3.2915 -0.501 -0.225 1.314 -0.02
C -5.3100 -2.1694 3.9034 -0.163 0.388 0.529 -0.06
N -7.1468 -4.1102 1.3744 -0.344 -0.667 0.375 -0.35
O -7.3209 -4.1113 0.1758 -0.098 -0.052 -0.054 0.09
O -7.6796 -4.8746 2.1691 -0.070 0.081 -0.645 0.06
H -3.7938 -0.7131 3.4955 0.422 0.377 0.390 0.10
H -3.9990 -0.9579 1.0017 0.424 0.615 0.564 0.08
H -5.6059 -2.3422 -0.0017 0.033 -0.120 0.179 0.11
H -6.8495 -3.6559 3.8891 0.220 -0.017 -0.212 0.13
H -5.3723 -1.9931 4.9837 0.265 -0.300 -0.463 0.12
C 2.8750 -1.2574 0.3503 -0.454 1.053 0.044 -0.02
C 2.7720 0.1359 0.1190 1.011 -0.675 -0.087 -0.06
C 1.6284 0.8192 0.4262 -0.160 -0.385 0.278 -0.04
C 0.5771 0.0754 0.8827 -1.381 -0.773 0.071 -0.16
C 0.5462 -1.3064 1.0229 0.783 0.520 0.312 0.01
C 1.7588 -1.9503 0.8495 0.727 -0.573 -0.622 -0.05
N -0.6925 0.7549 1.1120 -0.064 0.294 -0.459 -0.32
O -1.6383 0.0969 1.4902 -0.394 -0.077 0.268 0.06
O -0.7484 1.9391 0.8503 -0.151 0.340 0.196 0.07
H 3.8245 -1.7469 0.1364 -0.316 -0.035 0.115 0.11
H 3.5870 0.7337 -0.2812 0.217 -0.473 0.080 0.09
H 1.5334 1.8797 0.3653 0.003 0.435 -0.293 0.10
H -0.3724 -1.8064 1.3007 0.204 -0.003 0.069 0.11
H 1.8391 -3.0242 1.0205 -0.080 0.290 -0.094 0.08
C 2.3739 -5.2727 3.1610 -0.492 -0.151 0.535 0.00
C 1.0354 -4.7765 3.7565 0.350 1.029 0.562 -0.52
O 0.8816 -4.4820 4.9468 0.363 -0.878 -1.210 0.02
N 0.0746 -4.5113 2.8396 0.008 -0.432 0.002 0.01
C -1.2858 -4.1839 3.2050 -0.690 -0.605 -1.133 -0.07
H 3.0753 -4.4446 3.2389 0.078 0.070 -0.118 0.08
H 2.3398 -5.6534 2.1247 -0.172 0.311 0.565 0.05
H 2.7459 -6.0513 3.8285 0.011 -0.011 -0.089 0.08
H 0.2842 -4.7112 1.8705 -0.087 -0.051 0.262 0.07
H -1.8985 -5.0632 3.4706 0.485 0.149 0.301 0.09
H -1.7646 -3.8339 2.2869 -0.044 0.369 0.143 0.07
H -1.3649 -3.4402 3.9744 0.188 0.297 0.339 0.08
C 6.5212 0.9035 2.5571 -0.547 -0.371 -0.931 0.01
C 6.5777 1.5535 1.2030 1.213 -0.616 -0.152 -0.57
O 6.4094 0.8613 0.2072 -0.432 0.192 -0.246 0.01
N 6.9930 2.8367 1.0915 -0.334 0.010 0.599 0.02
C 7.1756 3.8337 2.1522 -0.019 0.552 -1.177 -0.07
H 7.3790 0.2409 2.6761 0.186 0.363 0.101 0.10
H 5.6715 0.2286 2.4777 -0.204 0.054 0.393 0.08
H 6.4067 1.6222 3.3325 0.010 0.268 0.918 0.06
H 7.0616 3.1315 0.1348 0.062 0.190 -0.158 0.13
H 6.2497 4.0543 2.6781 -0.078 -0.266 0.251 0.07
H 7.3935 4.7631 1.5887 0.233 -0.397 0.644 0.09
H 7.9907 3.5954 2.8440 -0.201 0.035 -0.207 0.09
```
Positions in Å, forces in eV/Å.

Summary:
total energy = -3991.28476 hartree
highest occupied orbital energy = -9.67 eV
SMILES string = O=[N+]([O-])c1ccccc1.O=[N+]([O-])c1ccccc1.O=[N+]([O-])c1ccccc1.O=[N+]([O-])c1ccccc1.O=[N+]([O-])c1ccccc1.O=[N+]([O-])c1ccccc1.O=[N+]([O-])c1ccccc1.O=[N+]([O-])c1ccccc1.CNC(C)=O.CNC(C)=O

---

[3]
This record from the Open Molecules 2025 dataset describes a cluster of 2 separate species, C2HF3O2 in total. The level of theory is ωB97M-V with the def2-TZVPD basis set.

Structure (XYZ):
```
8
Properties=species:S:1:pos:R:3:forces:R:3:lowdin_charge:R:1
C -0.0064 1.3303 -0.3348 0.832 1.136 0.600 -0.68
C -0.1829 -0.5550 0.7149 1.177 0.596 1.359 -0.17
O 0.2681 2.1172 0.5112 -0.974 -0.489 -1.305 0.17
O -0.7399 -1.4227 -0.0002 2.300 -3.870 -0.229 0.13
F -1.1304 1.0252 -0.9540 -1.001 1.063 0.344 0.15
F 0.9051 0.7493 -1.1154 0.982 -0.223 -0.099 0.13
F 1.0158 -0.9356 1.2576 -1.526 -0.518 -0.899 0.05
H -0.1293 -2.3088 -0.0792 -1.789 2.306 0.229 0.22
```
Positions in Å, forces in eV/Å.

Summary:
total energy = -526.80160 hartree
highest occupied orbital energy = -10.67 eV